CH3NO2 | ωB97M-V/def2-TZVPD

Each line ends with the Löwdin charge.
Positions of all 7 atoms, in Å:
1 C 0.865998 -0.103285 0.014295  -0.09
2 N -0.506566 -0.618902 -0.101106  0.02
3 O -2.573604 0.006294 -0.005623  -0.08
4 O -1.336269 0.336519 0.015323  -0.14
5 H 1.177282 -0.387954 1.031484  0.08
6 H 1.579136 -0.299786 -0.821439  0.09
7 H 0.794021 1.067116 -0.132935  0.11

Cartesian forces, eV/Å:
C -0.662 3.469 -0.628
N -0.039 0.131 -0.394
O -0.252 0.120 0.024
O 1.153 -0.864 -0.177
H 0.451 0.161 -0.596
H -0.842 -1.043 0.777
H 0.190 -1.974 0.994

Values from the calculation:
HOMO (alpha / beta) in eV: -10.320 / -10.318
Strongest force on any atom in Eh/bohr: 0.0698
LUMO energy (alpha / beta) in eV: -1.08 / -1.08
Molecular weight in g/mol: 61.04
Orbital gap (alpha / beta) in Eh: 0.3396 / 0.3395
Charge: 0
Calculated total energy in Eh: -244.901520

C41H50F10N4O28PS | ωB97M-V/def2-TZVPD

Each line ends with the Löwdin charge.
Positions of all 135 atoms, in Å:
1 C 3.678120 0.005289 0.832456  0.10
2 C 2.454847 -0.173191 1.333371  -0.07
3 C 1.371050 -0.915300 0.610193  -0.05
4 C 0.200311 -0.281146 0.121291  -0.10
5 C 0.079733 1.209317 0.349010  -0.15
6 C 0.779564 1.946664 -0.861583  -0.16
7 C 1.469875 3.242202 -0.343877  -0.19
8 C 0.369848 4.173044 0.235590  -0.20
9 C 0.934119 5.607497 0.617277  -0.25
10 N 0.384822 6.617345 -0.289086  -0.01
11 C -0.761996 -1.094962 -0.515631  -0.10
12 P -2.325386 -0.264053 -1.121270  0.82
13 N -3.603707 -0.597813 -0.279691  -0.24
14 C -0.547639 -2.502677 -0.686569  -0.14
15 N -1.449163 -3.432869 -1.314350  0.12
16 C -2.574936 -3.796379 -0.498197  -0.46
17 O -3.302188 -4.696965 -0.770583  0.21
18 F -2.776700 -3.127162 0.640520  0.15
19 C -1.803702 -3.054983 -2.641742  -0.48
20 O -1.004414 -2.920078 -3.512325  0.21
21 F -3.099357 -2.818193 -2.916347  0.14
22 C 0.623013 -3.031201 -0.169820  -0.08
23 S 1.054617 -4.801929 -0.232350  0.82
24 O 0.003766 -5.634995 -0.723262  -0.21
25 O 1.354771 -5.174981 1.119996  -0.24
26 C 2.524418 -5.074872 -1.352027  -0.43
27 F 2.000311 -5.448509 -2.530709  0.14
28 F 3.219124 -3.946860 -1.588484  0.14
29 C 3.475601 -6.235720 -0.886315  -0.36
30 F 3.970228 -6.787367 -2.013655  0.17
31 F 2.850493 -7.220036 -0.230193  0.17
32 C 4.713331 -5.775371 -0.043484  -0.54
33 F 5.605392 -5.212895 -0.858583  0.19
34 F 4.393901 -4.997569 0.987745  0.19
35 F 5.298851 -6.869301 0.460637  0.19
36 N 1.523841 -2.223273 0.432098  0.04
37 F 2.654651 -2.781687 0.881782  0.13
38 H 3.822168 -0.068709 -0.250268  0.10
39 H 4.530841 0.174195 1.484185  0.08
40 H 2.187523 0.196492 2.333590  0.09
41 H -0.952246 1.548475 0.501244  0.10
42 H 0.637135 1.478262 1.264686  0.11
43 H 0.013015 2.176756 -1.618898  0.11
44 H 1.546870 1.282623 -1.298581  0.11
45 H 1.996979 3.758386 -1.164030  0.11
46 H 2.153201 3.006451 0.491397  0.12
47 H -0.082026 3.766127 1.163271  0.10
48 H -0.458334 4.304656 -0.487208  0.11
49 H 2.029796 5.582551 0.503733  0.11
50 H 0.637574 5.813491 1.659782  0.10
51 H -0.627067 6.582935 -0.308355  0.06
52 H 0.747843 6.458086 -1.219544  0.03
53 H -2.514286 -0.614074 -2.478324  0.03
54 H -2.060343 1.129006 -1.094107  0.03
55 H -3.942041 0.281498 0.114906  -0.03
56 C -3.902712 -8.002570 -2.053791  -0.13
57 C -4.840013 -7.969390 -0.878653  -0.14
58 O -5.757874 -9.020559 -1.167431  0.06
59 C -5.127472 -9.890951 -2.005443  -0.56
60 O -5.549324 -10.956243 -2.306094  0.18
61 O -3.947728 -9.374276 -2.447608  0.06
62 H -2.890232 -7.704751 -1.788423  0.13
63 H -4.250191 -7.382106 -2.882869  0.14
64 H -4.334367 -8.191595 0.064477  0.12
65 H -5.358496 -7.017367 -0.785760  0.13
66 C -8.839103 0.909344 -0.002226  -0.12
67 C -7.997129 -0.263327 0.433133  -0.11
68 O -6.690354 0.116518 -0.001912  0.04
69 C -6.666176 1.465678 -0.096539  -0.57
70 O -5.674996 2.104470 -0.271664  0.14
71 O -7.906137 1.992321 0.034676  0.07
72 H -9.677795 1.096033 0.664693  0.14
73 H -9.214332 0.801489 -1.021972  0.13
74 H -7.985122 -0.392688 1.517215  0.14
75 H -8.305142 -1.198098 -0.029912  0.14
76 C 8.131788 2.251758 2.463744  -0.12
77 C 8.985018 1.148351 1.900910  -0.10
78 O 8.032545 0.355499 1.179597  0.07
79 C 6.988289 1.156432 0.866704  -0.56
80 O 6.103644 0.847187 0.124520  0.11
81 O 7.071514 2.346357 1.497585  0.07
82 H 8.661650 3.182215 2.548187  0.09
83 H 7.701928 1.996828 3.434849  0.14
84 H 9.739931 1.515495 1.203145  0.14
85 H 9.475438 0.561024 2.673226  0.14
86 C 2.564697 -0.933803 6.180960  -0.11
87 C 1.229420 -0.613778 6.801954  -0.11
88 O 0.790841 0.510230 6.032686  0.08
89 C 1.419125 0.460945 4.840986  -0.56
90 O 1.150626 1.157118 3.908781  0.14
91 O 2.394724 -0.480342 4.833372  0.05
92 H 2.798429 -1.995637 6.208087  0.14
93 H 3.385253 -0.378616 6.638940  0.14
94 H 0.506890 -1.423912 6.686117  0.14
95 H 1.306289 -0.357770 7.855924  0.14
96 C -1.177418 7.338138 -4.045971  -0.10
97 C -1.178133 6.362474 -5.192416  -0.12
98 O 0.100310 5.724817 -5.060108  0.08
99 C 0.484677 5.848941 -3.771373  -0.56
100 O 1.418009 5.286693 -3.286487  0.15
101 O -0.328645 6.694453 -3.089944  0.03
102 H -2.171681 7.503919 -3.636212  0.14
103 H -0.738773 8.302115 -4.312869  0.14
104 H -1.958715 5.611347 -5.098862  0.11
105 H -1.270733 6.850440 -6.156631  0.13
106 C 10.036084 7.068608 4.568948  -0.11
107 C 9.260065 6.988641 3.279260  -0.11
108 O 9.487313 5.638721 2.864925  0.06
109 C 9.794370 4.918426 3.970561  -0.55
110 O 9.875116 3.729061 3.992265  0.14
111 O 9.994466 5.718915 5.040704  0.08
112 H 9.585120 7.746499 5.289919  0.14
113 H 11.077850 7.356344 4.415444  0.14
114 H 8.188297 7.137966 3.423911  0.14
115 H 9.616068 7.691128 2.529251  0.14
116 C -6.176715 -9.282915 2.586779  -0.12
117 C -5.554222 -9.388413 3.954618  -0.12
118 O -5.677285 -8.055994 4.454221  0.06
119 C -6.704754 -7.460634 3.789653  -0.56
120 O -7.172510 -6.410135 4.080900  0.17
121 O -7.122886 -8.227702 2.747872  0.07
122 H -6.669991 -10.202702 2.280252  0.14
123 H -5.455578 -8.995928 1.819415  0.11
124 H -6.101202 -10.066377 4.613101  0.13
125 H -4.511149 -9.696352 3.919759  0.13
126 C -4.006364 6.607698 -8.253448  -0.11
127 C -5.313490 7.242865 -7.854294  -0.11
128 O -5.593329 6.619034 -6.599636  0.08
129 C -4.419411 6.193687 -6.080545  -0.55
130 O -4.282713 5.784214 -4.972710  0.16
131 O -3.409681 6.296607 -6.989641  0.02
132 H -3.371022 7.278457 -8.827898  0.14
133 H -4.143782 5.681925 -8.815273  0.14
134 H -5.227194 8.320559 -7.701185  0.14
135 H -6.109723 7.050720 -8.569735  0.14

Cartesian forces, eV/Å:
C -0.766 -0.549 -0.192
C -0.111 -0.368 0.186
C 0.675 1.849 0.307
C -0.878 -1.023 0.280
C 0.789 0.031 -0.315
C 0.468 0.135 0.776
C -1.472 0.021 0.167
C 0.562 0.536 0.595
C -1.053 -0.942 -0.809
N 0.750 0.312 0.659
C 0.208 0.227 -0.677
P -1.863 0.759 0.586
N 0.758 0.086 -0.169
C 1.234 0.661 0.630
N -2.001 2.128 0.883
C -1.792 -1.898 0.474
O 0.830 0.796 -0.335
F 1.325 0.014 -0.773
C 0.678 -0.047 -2.235
O -0.200 -0.009 1.072
F 0.576 -0.705 1.155
C 0.191 -0.700 -0.906
S -1.431 -2.818 2.503
O 0.017 1.112 -1.497
O 1.251 1.321 -0.067
C -0.028 -0.045 -1.479
F -0.126 0.128 0.471
F -0.142 -0.081 0.635
C 0.740 -0.527 0.037
F -0.062 0.400 0.189
F -0.443 0.605 0.046
C 0.725 -1.097 0.034
F -0.410 0.556 0.399
F -0.103 0.364 -0.523
F -0.334 0.117 -0.128
N -0.655 0.488 -0.299
F -0.034 -0.187 -0.038
H 0.468 -0.474 0.495
H -0.437 0.730 -0.372
H 0.065 -0.601 -0.211
H 0.344 -0.266 -0.060
H -0.304 -0.258 -0.326
H 0.411 -0.040 0.072
H -0.389 0.171 0.005
H -0.134 -0.262 0.345
H 0.033 -0.051 -0.566
H 0.257 -0.207 -0.497
H 0.415 -0.053 0.209
H -0.369 0.211 0.284
H 0.375 0.172 -0.424
H 0.128 -0.057 -0.112
H -0.218 0.058 0.081
H 0.865 0.006 0.143
H 0.554 -0.553 -0.549
H -0.320 -0.321 0.151
C 0.318 0.258 -0.168
C -0.147 0.472 0.374
O 0.290 -0.109 -0.221
C -0.046 -0.213 -0.096
O 0.005 0.008 0.024
O -0.291 0.025 0.204
H 0.039 -0.188 -0.082
H -0.036 -0.036 0.018
H 0.060 -0.002 -0.053
H -0.142 -0.119 0.021
C -0.444 -0.027 -0.025
C -0.203 -0.383 0.153
O -0.125 0.253 -0.013
C 0.108 0.102 -0.030
O 0.070 -0.055 0.048
O 0.265 -0.191 -0.020
H 0.109 0.197 0.018
H 0.061 0.005 0.005
H 0.021 0.049 -0.021
H 0.211 0.011 -0.072
C -0.175 0.103 0.055
C 0.435 -0.032 0.168
O -0.280 0.165 -0.041
C 0.129 0.148 -0.142
O 0.381 0.080 -0.049
O -0.058 -0.517 -0.163
H -0.214 0.097 -0.257
H -0.014 -0.018 -0.044
H -0.070 0.002 -0.028
H -0.119 -0.159 -0.103
C 0.329 -0.282 0.282
C -0.129 -0.221 0.414
O 0.232 -0.050 -0.321
C -0.152 0.140 0.198
O 0.032 -0.114 -0.087
O -0.248 0.192 -0.030
H -0.002 0.034 -0.229
H -0.043 0.043 -0.046
H 0.009 0.037 -0.053
H -0.092 0.199 -0.084
C -0.315 0.400 0.006
C -0.111 -0.027 -0.214
O 0.113 0.150 0.420
C 0.066 -0.091 -0.148
O -0.048 -0.017 0.131
O 0.056 -0.191 -0.454
H 0.090 -0.128 0.173
H 0.063 -0.050 0.022
H 0.068 -0.001 0.059
H 0.247 -0.118 -0.029
C 0.127 0.410 0.181
C -0.187 0.417 -0.195
O 0.080 -0.147 0.259
C 0.161 -0.015 0.189
O 0.337 0.283 0.313
O -0.101 -0.138 -0.310
H -0.009 -0.194 0.118
H -0.015 -0.060 -0.022
H 0.022 -0.056 0.023
H 0.038 -0.200 -0.113
C -0.019 -0.398 -0.339
C 0.199 -0.290 0.167
O -0.189 0.033 -0.246
C -0.106 0.157 0.059
O 0.032 0.010 -0.017
O 0.229 0.086 0.305
H -0.151 0.141 -0.054
H -0.003 0.007 0.037
H -0.032 0.044 -0.023
H 0.021 0.186 0.097
C 0.168 -0.007 -0.454
C -0.244 0.267 -0.287
O 0.357 -0.103 0.007
C -0.187 -0.041 0.102
O 0.074 0.022 0.001
O -0.577 0.073 -0.017
H 0.130 -0.040 0.167
H -0.018 -0.002 0.061
H 0.027 -0.033 0.036
H -0.087 -0.092 0.180

Values from the calculation:
HOMO in eV: -10.072
Strongest force on any atom in Eh/bohr: 0.0784
LUMO energy in eV: -4.77
Molecular weight in g/mol: 1299.87
Orbital gap in Eh: 0.1949
Charge: +1
Calculated total energy in Eh: -5655.881765

C21H53ClMoP2Si | ωB97M-V/def2-TZVPD

Each line ends with the Löwdin spin population.
Positions of all 79 atoms, in Å:
1 Mo -0.466754 -1.113827 0.396925  1.65
2 Cl -0.002584 0.266597 -1.501264  0.09
3 P -0.414006 -3.164304 -0.582776  0.09
4 C 0.726294 -3.399962 -2.036452  0.01
5 C -0.415227 -4.589166 0.622501  0.03
6 C -2.072863 -2.796244 -1.341191  0.02
7 C 2.130557 -2.787940 -1.857643  0.00
8 H 0.195646 -2.827420 -2.822141  0.00
9 C 0.788990 -4.890991 -2.388360  0.00
10 H 1.326941 -5.450325 -1.603305  0.00
11 H 1.326256 -4.981545 -3.344902  0.00
12 H -0.210162 -5.330654 -2.514166  0.00
13 H 2.119725 -1.689959 -1.935535  0.00
14 H 2.783986 -3.172635 -2.658494  0.00
15 H 2.581433 -3.061743 -0.889825  0.00
16 H -1.810458 -2.223167 -2.250971  0.00
17 C -3.033439 -1.919294 -0.506692  0.01
18 C -2.658137 -4.162965 -1.745422  0.00
19 H -2.102727 -4.572073 -2.597790  0.00
20 H -3.700579 -4.011032 -2.050369  0.00
21 H -2.624047 -4.885606 -0.915737  0.00
22 H -2.718980 -0.851785 -0.434809  0.00
23 H -3.236556 -2.312586 0.502881  0.00
24 H -3.988649 -1.916734 -1.047072  0.00
25 C 0.979570 -4.670906 1.285174  0.01
26 H -0.614292 -5.485939 0.001918  0.00
27 C -1.494482 -4.415668 1.708404  0.02
28 H 1.749344 -4.978220 0.563427  0.00
29 H 0.970011 -5.388737 2.125179  0.00
30 H 1.299339 -3.696545 1.710254  0.00
31 H -1.370167 -3.471837 2.275085  0.01
32 H -1.408214 -5.231241 2.445566  0.00
33 H -2.510140 -4.428697 1.293100  0.00
34 H 1.077495 -1.265261 0.898709  0.01
35 H -1.295893 -1.249987 1.795617  0.01
36 P 0.268734 3.651433 -0.926463  0.00
37 C -1.096761 3.892719 -2.108113  0.00
38 C 0.205667 4.666625 0.589379  0.00
39 C 1.854377 3.191340 -1.658252  0.00
40 C -2.359974 3.082816 -1.741841  0.00
41 H -0.700348 3.490624 -3.060510  0.00
42 C -1.293833 5.408579 -2.253190  0.00
43 H -1.756375 5.847284 -1.359720  0.00
44 H -1.960582 5.600693 -3.102307  0.00
45 H -0.349037 5.939740 -2.453531  0.00
46 H -2.174257 2.013121 -1.903639  0.00
47 H -3.172183 3.409151 -2.401015  0.00
48 H -2.670002 3.246691 -0.699736  0.00
49 H 1.587425 2.612249 -2.567698  0.00
50 C 2.848124 2.309544 -0.876881  0.00
51 C 2.400372 4.569121 -2.077712  0.00
52 H 1.788413 4.985854 -2.891859  0.00
53 H 3.426678 4.471744 -2.455679  0.00
54 H 2.411492 5.297038 -1.246842  0.00
55 H 2.490879 1.275234 -0.829021  0.00
56 H 3.057127 2.674984 0.132954  0.00
57 H 3.784036 2.320882 -1.450488  0.00
58 C -1.146040 4.516681 1.317618  0.00
59 H 0.322918 5.692672 0.198230  0.00
60 C 1.363592 4.324243 1.547796  0.00
61 H -2.006715 4.806230 0.702416  0.00
62 H -1.121610 5.147979 2.215345  0.00
63 H -1.269621 3.475656 1.650865  0.00
64 H 1.373796 3.235088 1.736158  0.00
65 H 1.179039 4.811283 2.517977  0.00
66 H 2.348161 4.645150 1.167506  0.00
67 C 2.174409 -0.040963 2.642001  0.00
68 Si 0.328679 -0.716377 2.742404  0.02
69 C 0.274434 -2.034104 4.148503  0.01
70 C -0.539194 0.954203 3.198647  -0.01
71 H 2.882641 -0.772828 2.231996  0.00
72 H 2.575587 0.295213 3.608812  0.00
73 H 2.186353 0.817722 1.950931  0.00
74 H -0.762809 -2.303550 4.408385  0.00
75 H 0.783991 -2.980366 3.898383  0.00
76 H 0.743964 -1.670837 5.078308  0.00
77 H -0.605883 1.219702 4.271503  0.00
78 H -0.014605 1.787516 2.695570  0.00
79 H -1.568283 0.960638 2.812981  0.00

Cartesian forces, eV/Å:
Mo 0.888 2.923 0.104
Cl -0.275 -0.507 -0.234
P 0.469 0.502 0.519
C -0.342 -0.191 0.259
C 0.040 -0.244 -0.455
C 0.280 -1.075 -0.388
C 0.054 -0.013 0.050
H 0.260 -0.339 0.219
C 0.192 0.075 -0.348
H -0.157 0.148 -0.420
H -0.081 -0.256 0.329
H 0.365 0.042 0.046
H -0.152 -0.421 0.168
H -0.197 0.084 0.243
H -0.160 0.080 -0.329
H -0.111 -0.245 0.371
C -0.071 -0.324 0.062
C -0.583 0.407 -0.164
H -0.220 0.029 0.218
H 0.070 -0.311 -0.019
H -0.154 0.223 -0.316
H -0.115 -0.511 -0.041
H 0.180 0.186 -0.432
H 0.102 0.193 0.073
C 0.194 0.157 -0.011
H 0.131 0.101 0.595
C -0.037 0.116 0.127
H -0.147 0.023 0.247
H -0.068 0.160 -0.454
H -0.335 -0.419 -0.335
H 0.036 -0.408 -0.465
H -0.047 0.146 -0.357
H 0.194 -0.023 0.121
H 0.622 -0.564 -0.153
H -1.128 -0.397 1.318
P -1.567 -4.356 2.216
C 0.772 0.641 -0.081
C 0.396 1.241 -0.672
C 0.242 1.279 -0.701
C 0.163 0.391 -0.206
H -0.130 0.200 0.313
C -0.668 0.081 -0.673
H 0.128 -0.091 -0.140
H -0.098 0.230 0.120
H -0.318 -0.287 0.130
H -0.038 0.332 0.169
H -0.095 -0.111 0.054
H 0.135 -0.082 -0.347
H -0.038 0.396 0.431
C -0.229 0.291 -0.204
C 1.166 -0.169 -0.548
H 0.147 -0.069 0.293
H 0.096 0.258 -0.064
H 0.030 -0.360 -0.277
H -0.018 0.270 0.133
H -0.040 -0.065 -0.191
H -0.034 -0.061 0.186
C 0.394 -0.097 -0.040
H -0.093 0.225 0.886
C -0.225 -0.122 -0.058
H 0.238 -0.074 0.154
H -0.104 0.004 -0.166
H -0.042 0.241 -0.209
H 0.122 0.405 -0.146
H 0.142 -0.011 -0.290
H -0.406 -0.182 0.145
C -0.352 -0.354 0.249
Si 1.435 1.086 0.124
C -0.266 -0.056 -0.096
C -0.305 -0.071 -0.060
H -0.159 0.016 0.094
H -0.147 0.009 -0.100
H -0.101 -0.216 0.162
H 0.234 0.118 -0.136
H -0.119 0.388 -0.098
H -0.090 0.113 -0.420
H 0.182 -0.331 -0.391
H -0.119 -0.452 0.181
H 0.080 0.055 0.127

Values from the calculation:
HOMO (alpha / beta) in eV: -5.630 / -5.634
Strongest force on any atom in Eh/bohr: 0.0998
LUMO energy (alpha / beta) in eV: 0.51 / 0.22
<S²>: 2.01
Molecular weight in g/mol: 527.08
Orbital gap (alpha / beta) in Eh: 0.2258 / 0.2150
Charge: 0
Spin multiplicity: 3
Calculated total energy in Eh: -2332.387146